No. 1
Density functional theory data (ωB97M-V with the def2-TZVPD basis set) for 3 unconnected molecules or ions with the total composition C21H37N2O10PS2.

Last column: Löwdin charge in e.
Positions of all 73 atoms, in Å:
C (4.40, 4.25, -1.44)  -0.10
C (4.06, 3.08, -0.53)  -0.26
C (2.60, 2.62, -0.64)  -0.21
C (2.23, 2.03, -2.01)  -0.09
C (2.26, 0.52, -2.12)  -0.45
N (3.34, -0.09, -1.32)  0.15
O (2.54, -0.02, -3.44)  0.06
C (2.42, -1.38, -3.22)  -0.62
O (2.97, -2.21, -3.83)  0.21
O (1.51, -1.60, -2.22)  0.00
C (0.95, -0.27, -1.92)  -0.39
C (0.33, -0.35, -0.52)  -0.01
C (-1.03, 0.28, -0.26)  -0.35
O (-1.83, -0.37, 0.37)  0.09
C (-1.39, 1.65, -0.71)  -0.17
C (-2.48, 1.83, -1.56)  -0.06
C (-2.84, 3.09, -2.02)  -0.07
C (-2.09, 4.19, -1.61)  -0.07
C (-1.03, 4.02, -0.73)  -0.06
C (-0.67, 2.76, -0.28)  -0.03
P (-0.21, -0.07, -3.37)  0.86
N (-0.15, 1.31, -4.11)  -0.24
H (4.16, 4.08, -2.49)  0.07
H (5.47, 4.44, -1.39)  0.07
H (3.91, 5.15, -1.07)  0.08
H (4.75, 2.25, -0.65)  0.09
H (4.21, 3.43, 0.49)  0.11
H (2.44, 1.92, 0.18)  0.09
H (1.99, 3.48, -0.41)  0.10
H (1.29, 2.43, -2.37)  0.10
H (2.98, 2.40, -2.71)  0.12
H (3.21, 0.06, -0.33)  0.09
H (4.20, 0.33, -1.64)  0.11
H (0.27, -1.39, -0.21)  0.14
H (1.03, 0.13, 0.17)  0.12
H (-3.06, 0.96, -1.85)  0.11
H (-3.68, 3.17, -2.68)  0.11
H (-2.35, 5.17, -1.99)  0.11
H (-0.45, 4.87, -0.39)  0.11
H (0.15, 2.62, 0.41)  0.11
H (-1.47, -0.40, -2.82)  0.02
H (0.10, -1.13, -4.23)  0.04
H (-1.04, 1.80, -4.07)  -0.04
O (0.21, 1.62, 4.80)  -0.28
S (-0.88, 1.17, 5.61)  0.56
O (-0.65, 0.23, 6.66)  -0.27
O (-2.04, 0.64, 4.67)  -0.26
C (-1.69, -0.35, 3.67)  -0.25
C (-1.56, -1.74, 4.26)  -0.06
C (-1.74, 2.56, 6.27)  -0.12
H (-0.78, -0.05, 3.15)  0.11
H (-2.50, -0.33, 2.95)  0.11
H (-0.70, -1.81, 4.92)  0.07
H (-1.44, -2.47, 3.46)  0.07
H (-2.45, -1.99, 4.84)  0.09
H (-1.95, 3.25, 5.46)  0.07
H (-1.09, 3.02, 7.01)  0.08
H (-2.66, 2.21, 6.73)  0.08
O (-2.05, -4.56, 1.45)  -0.28
S (-2.43, -4.72, 0.08)  0.56
O (-3.23, -5.84, -0.32)  -0.27
O (-1.11, -4.67, -0.82)  -0.27
C (-0.02, -5.55, -0.48)  -0.25
C (-0.26, -6.97, -0.93)  -0.07
C (-3.15, -3.24, -0.51)  -0.12
H (0.17, -5.50, 0.60)  0.11
H (0.85, -5.13, -0.98)  0.12
H (-1.08, -7.44, -0.38)  0.07
H (0.64, -7.57, -0.78)  0.08
H (-0.53, -6.99, -1.99)  0.09
H (-2.50, -2.41, -0.24)  0.04
H (-4.12, -3.13, -0.04)  0.08
H (-3.26, -3.31, -1.59)  0.08

Summary:
SMILES string: CCCC[C@]1(N)OC(=O)O[C@]1(CC(=O)c1ccccc1)[PH2]=N.CCOS(C)(=O)=O.CCOS(C)(=O)=O
Energy above the lowest of the compared OMol25 structures with the same formula, charge and spin in eV: 0.000
Lowest unoccupied orbital energy in hartree: -0.002



No. 2
Density functional theory data (ωB97M-V with the def2-TZVPD basis set) for a molecular structure, CHBr3CoF12P2.

Last column: natural (NBO) charge in e.
Positions of all 20 atoms, in Å:
Co (1.45, 1.46, 0.13)  1.67
P (0.92, -1.06, 1.39)  2.65
F (-0.17, -2.11, 1.26)  -0.55
F (0.64, -0.71, 2.85)  -0.55
F (2.01, -2.10, 1.64)  -0.55
F (2.13, 0.24, 1.55)  -0.64
F (1.24, -0.93, -0.11)  -0.58
F (-0.08, 0.29, 1.00)  -0.63
P (2.26, 3.43, -1.51)  2.61
F (0.74, 2.77, -1.26)  -0.59
F (1.79, 4.90, -1.35)  -0.54
F (2.27, 3.31, 0.30)  -0.62
F (3.74, 3.86, -1.62)  -0.53
F (2.77, 1.74, -1.35)  -0.61
F (2.02, 3.32, -3.05)  -0.54
C (-4.78, -3.74, 0.13)  -0.51
Br (-6.35, -2.69, -0.18)  0.10
Br (-3.24, -2.62, 0.51)  0.09
Br (-4.38, -4.95, -1.31)  0.09
H (-5.00, -4.39, 1.00)  0.23

Summary:
Lowest unoccupied orbital energy (spin up / spin down) in hartree: -0.008 / -0.073
Spin multiplicity: 4



No. 3
Density functional theory data (ωB97M-V with the def2-TZVPD basis set) for a molecular structure, C25H18F4N2O6RuS.

Last column: natural (NBO) charge in e.
Positions of all 57 atoms, in Å:
Ru (-0.86, 0.41, 0.88)  1.05
C (1.55, 0.16, 2.55)  -0.42
N (0.15, -0.32, 2.52)  -0.35
C (0.19, -1.80, 2.44)  -0.43
C (-0.55, 0.12, 3.79)  -0.23
C (-1.76, 1.04, 3.60)  -0.23
N (-2.04, 1.23, 2.18)  -0.60
C (-3.26, 1.71, 1.75)  0.09
C (-3.44, 1.84, 0.37)  0.32
F (-2.36, 1.63, -0.44)  -0.30
C (-4.63, 2.21, -0.22)  0.34
F (-4.70, 2.30, -1.55)  -0.30
C (-5.73, 2.50, 0.56)  -0.38
C (-5.57, 2.42, 1.93)  0.35
F (-6.60, 2.71, 2.73)  -0.31
C (-4.37, 2.05, 2.52)  0.27
F (-4.32, 2.06, 3.86)  -0.31
H (2.06, -0.24, 3.43)  0.19
H (1.56, 1.25, 2.57)  0.20
H (2.05, -0.18, 1.64)  0.24
H (0.79, -2.20, 3.26)  0.18
H (0.62, -2.08, 1.48)  0.23
H (-0.82, -2.19, 2.51)  0.25
H (0.19, 0.64, 4.40)  0.19
H (-0.86, -0.77, 4.32)  0.24
H (-1.57, 2.01, 4.07)  0.18
H (-2.61, 0.59, 4.10)  0.24
H (-6.68, 2.77, 0.12)  0.24
O (-4.08, -5.15, 0.07)  -0.51
C (-3.68, -4.09, 0.47)  0.38
C (-3.03, -3.00, -0.34)  0.37
O (-2.88, -3.02, -1.55)  -0.59
C (-2.60, -1.98, 0.61)  0.10
C (-3.06, -2.25, 1.93)  0.35
O (-2.91, -1.57, 2.96)  -0.74
C (-3.70, -3.60, 1.92)  0.37
O (-4.15, -4.19, 2.87)  -0.53
O (-1.94, -0.93, 0.14)  -0.59
C (6.92, 2.08, -5.31)  -0.73
C (6.01, 1.03, -5.88)  0.49
O (5.23, 1.23, -6.76)  -0.51
S (6.16, -0.63, -5.09)  0.12
C (4.80, -0.42, -3.95)  -0.20
C (3.49, -0.32, -4.40)  -0.22
C (2.45, -0.16, -3.49)  -0.20
C (2.70, -0.14, -2.12)  -0.03
C (4.02, -0.27, -1.68)  -0.22
C (5.06, -0.40, -2.58)  -0.21
C (1.62, 0.01, -1.18)  -0.10
C (0.69, 0.12, -0.41)  -0.35
H (6.85, 3.00, -5.87)  0.23
H (7.95, 1.71, -5.30)  0.24
H (6.64, 2.25, -4.27)  0.25
H (3.28, -0.34, -5.46)  0.23
H (1.43, -0.08, -3.84)  0.23
H (4.23, -0.25, -0.62)  0.21
H (6.08, -0.48, -2.23)  0.22

Summary:
Energy above the lowest of the compared OMol25 structures with the same formula, charge and spin in eV: 1.275
Net charge: -1
Lowest unoccupied orbital energy (spin up / spin down) in hartree: 0.070 / 0.059
Spin multiplicity: 2



No. 4
Density functional theory data (ωB97M-V with the def2-TZVPD basis set) for C12H25B in the gas phase.

Last column: natural (NBO) charge in e.
Positions of all 38 atoms, in Å:
B (-0.67, 0.00, 0.23)  1.16
C (0.21, 1.26, 0.36)  -0.91
C (1.65, -0.65, 0.65)  -0.22
C (0.35, -1.24, 0.24)  -0.65
C (1.72, 0.80, 0.27)  -0.04
C (2.86, -1.46, 0.22)  -0.61
C (0.26, -2.04, -1.15)  -0.59
C (2.59, 1.67, 1.17)  -0.61
C (2.17, 1.09, -1.16)  -0.60
C (-3.00, 0.88, 1.10)  -0.62
C (-3.07, -1.35, 0.11)  -0.59
C (-2.58, 0.68, -1.34)  -0.59
C (-2.36, 0.03, 0.05)  -0.41
H (-0.29, -1.79, 0.98)  0.24
H (-0.15, 1.99, -0.48)  0.26
H (-0.08, 1.82, 1.33)  0.26
H (1.66, -0.61, 1.74)  0.20
H (3.34, -1.23, -0.67)  0.21
H (2.57, -2.50, 0.37)  0.22
H (3.62, -1.12, 0.98)  0.20
H (0.76, -2.92, -1.33)  0.21
H (0.63, -1.44, -1.95)  0.19
H (-0.74, -2.13, -1.34)  0.20
H (2.83, 1.29, 2.19)  0.21
H (2.19, 2.64, 1.29)  0.21
H (3.56, 1.82, 0.78)  0.20
H (3.19, 0.74, -1.34)  0.20
H (2.25, 2.17, -1.22)  0.21
H (1.56, 0.70, -1.90)  0.20
H (-2.58, 1.78, 1.48)  0.21
H (-2.80, 0.35, 1.99)  0.21
H (-3.99, 1.24, 0.95)  0.21
H (-2.84, -2.03, -0.74)  0.20
H (-2.82, -1.83, 0.98)  0.20
H (-4.10, -1.26, 0.18)  0.21
H (-2.20, 1.69, -1.36)  0.20
H (-3.60, 0.80, -1.55)  0.20
H (-2.12, 0.17, -2.09)  0.20

Summary:
SMILES string: C[C@@H]1B(C(C)(C)C)CC(C)(C)[C@@H]1C
Energy above the lowest of the compared OMol25 structures with the same formula, charge and spin in eV: 2.575
Lowest unoccupied orbital energy in hartree: 0.024



No. 5
Density functional theory data (ωB97M-V with the def2-TZVPD basis set) for 10 unconnected molecules or ions with the total composition C29H69N9O10S.

Last column: Löwdin charge in e.
Positions of all 118 atoms, in Å:
C (-11.30, -3.40, 20.05)  -0.01
C (-11.92, -2.37, 19.15)  -0.57
O (-13.11, -2.43, 18.86)  0.02
N (-11.12, -1.39, 18.71)  0.02
C (-11.56, -0.30, 17.84)  -0.06
H (-11.94, -3.54, 20.92)  0.08
H (-10.30, -3.10, 20.34)  0.06
H (-11.26, -4.38, 19.57)  0.08
H (-10.11, -1.36, 18.83)  0.08
H (-12.62, -0.10, 17.96)  0.07
H (-11.27, -0.50, 16.81)  0.09
H (-11.02, 0.59, 18.16)  0.07
C (-16.13, 1.82, 15.86)  0.00
C (-14.79, 2.12, 16.47)  -0.54
O (-13.80, 1.45, 16.20)  0.02
N (-14.76, 3.18, 17.31)  0.01
C (-13.62, 3.62, 18.11)  -0.07
H (-16.20, 0.76, 15.60)  0.08
H (-16.26, 2.41, 14.95)  0.06
H (-16.93, 2.09, 16.55)  0.08
H (-15.60, 3.73, 17.33)  0.13
H (-13.51, 4.69, 18.08)  0.05
H (-12.70, 3.18, 17.72)  0.05
H (-13.82, 3.22, 19.11)  0.09
C (-7.52, 6.12, 14.97)  0.01
C (-7.23, 5.90, 13.49)  -0.53
O (-8.11, 5.44, 12.75)  0.00
N (-6.00, 6.15, 13.09)  0.03
C (-5.48, 5.79, 11.80)  -0.05
H (-7.06, 7.06, 15.28)  0.08
H (-7.20, 5.26, 15.57)  0.07
H (-8.58, 6.24, 15.20)  0.07
H (-5.32, 6.50, 13.75)  0.07
H (-5.86, 4.84, 11.43)  0.07
H (-4.40, 5.59, 11.90)  0.08
H (-5.57, 6.59, 11.07)  0.09
C (-7.92, 2.39, 11.23)  0.00
C (-9.37, 2.26, 11.71)  -0.56
O (-9.92, 1.18, 11.66)  0.04
N (-9.93, 3.40, 12.17)  0.01
C (-11.34, 3.51, 12.46)  -0.08
H (-7.86, 1.69, 10.39)  0.08
H (-7.21, 2.04, 11.98)  0.06
H (-7.60, 3.37, 10.89)  0.06
H (-9.41, 4.27, 12.29)  0.08
H (-11.60, 3.42, 13.53)  0.06
H (-11.92, 2.70, 12.00)  0.10
H (-11.75, 4.46, 12.13)  0.07
C (-3.09, 1.31, 17.02)  0.01
C (-3.61, 0.65, 15.75)  -0.55
O (-3.38, 1.15, 14.66)  0.04
N (-4.49, -0.36, 15.93)  -0.01
C (-5.19, -1.05, 14.88)  -0.06
H (-2.14, 0.84, 17.27)  0.09
H (-3.77, 1.11, 17.85)  0.07
H (-2.96, 2.37, 16.89)  0.05
H (-4.66, -0.69, 16.86)  0.09
H (-6.04, -1.62, 15.27)  0.08
H (-4.53, -1.83, 14.47)  0.09
H (-5.47, -0.40, 14.05)  0.08
C (-6.70, -0.04, 18.50)  0.00
C (-7.50, -1.26, 18.85)  -0.51
O (-8.40, -1.23, 19.69)  0.02
N (-7.15, -2.42, 18.25)  0.01
C (-7.77, -3.69, 18.57)  -0.07
H (-7.36, 0.72, 18.08)  0.04
H (-6.00, -0.26, 17.68)  0.04
H (-6.07, 0.32, 19.30)  0.09
H (-6.24, -2.45, 17.82)  0.12
H (-8.84, -3.60, 18.38)  0.07
H (-7.64, -3.96, 19.62)  0.09
H (-7.39, -4.52, 17.98)  0.08
C (-2.88, 8.24, 16.75)  0.01
C (-3.47, 7.20, 15.84)  -0.53
O (-4.18, 7.48, 14.88)  0.02
N (-3.23, 5.91, 16.18)  0.02
C (-3.75, 4.78, 15.45)  -0.06
H (-2.12, 8.85, 16.26)  0.09
H (-2.42, 7.82, 17.64)  0.08
H (-3.73, 8.87, 17.01)  0.09
H (-2.54, 5.73, 16.89)  0.13
H (-4.77, 4.54, 15.78)  0.08
H (-3.14, 3.88, 15.42)  0.07
H (-3.82, 5.01, 14.38)  0.08
C (-7.19, 2.23, 14.87)  0.03
C (-8.36, 1.96, 15.78)  -0.50
O (-8.18, 1.44, 16.88)  0.00
N (-9.56, 2.41, 15.38)  0.06
C (-10.77, 2.41, 16.19)  -0.07
H (-6.32, 2.49, 15.47)  0.08
H (-7.45, 2.91, 14.06)  0.06
H (-6.86, 1.29, 14.40)  0.07
H (-9.76, 2.66, 14.42)  0.10
H (-11.51, 1.72, 15.80)  0.07
H (-11.21, 3.41, 16.20)  0.06
H (-10.51, 2.27, 17.23)  0.07
C (-9.33, 5.54, 17.86)  0.00
C (-10.17, 5.46, 19.13)  -0.53
O (-11.36, 5.18, 19.02)  0.03
N (-9.55, 5.67, 20.30)  0.01
C (-10.27, 5.57, 21.55)  -0.07
H (-8.54, 6.28, 17.97)  0.08
H (-10.01, 5.90, 17.08)  0.07
H (-8.94, 4.56, 17.61)  0.08
H (-8.55, 5.57, 20.27)  0.14
H (-11.34, 5.72, 21.47)  0.08
H (-9.89, 6.32, 22.25)  0.08
H (-10.12, 4.59, 22.00)  0.09
C (-13.26, 5.74, 15.36)  -0.24
S (-14.15, 5.35, 13.82)  0.82
O (-15.31, 4.52, 14.25)  -0.54
C (-14.65, 7.08, 13.45)  -0.25
H (-14.05, 6.09, 16.02)  0.06
H (-12.50, 6.48, 15.11)  0.05
H (-12.84, 4.80, 15.71)  0.02
H (-13.72, 7.59, 13.17)  0.05
H (-15.07, 7.64, 14.29)  0.05
H (-15.31, 7.01, 12.60)  0.04

Summary:
Energy above the lowest of the compared OMol25 structures with the same formula, charge and spin in eV: 0.941
Lowest unoccupied orbital energy in hartree: 0.000



No. 6
Density functional theory data (ωB97M-V with the def2-TZVPD basis set) for a molecular structure, C20H33N3O2.

Last column: natural (NBO) charge in e.
Positions of all 58 atoms, in Å:
N (5.55, 2.41, -1.13)  -0.83
H (4.68, 2.47, -1.49)  0.35
H (6.05, 1.68, -1.68)  0.35
C (5.69, 2.30, 0.20)  -0.19
C (5.06, 0.92, 0.76)  -0.31
C (3.46, 0.90, 0.83)  -0.46
C (2.99, 0.03, -0.26)  -0.32
H (3.51, 0.58, -1.46)  0.13
H (3.38, -0.84, -0.40)  0.20
C (1.59, 0.09, -0.64)  -0.06
N (0.79, -0.26, 0.51)  -0.47
C (0.80, -1.70, 0.60)  0.54
O (0.51, -2.51, 1.59)  -0.53
C (1.51, -2.54, -0.41)  0.55
O (1.87, -3.78, -0.41)  -0.62
N (1.42, -2.07, -1.54)  -0.57
H (1.83, -2.77, -2.39)  0.44
C (1.14, -0.71, -1.81)  -0.20
H (1.85, -0.18, -2.81)  0.22
H (0.08, -0.48, -1.99)  0.21
C (0.27, 0.38, 1.46)  -0.20
H (0.36, 1.52, 1.43)  0.22
H (0.88, 0.30, 2.53)  0.16
C (-1.22, 0.20, 2.08)  -0.39
H (-1.37, 0.99, 2.50)  0.20
H (-1.17, -0.85, 2.26)  0.26
C (-2.22, 0.19, 0.82)  0.10
C (-2.29, -0.67, -0.15)  -0.48
C (-3.51, -0.65, -1.04)  -0.23
C (-3.12, 0.61, -1.89)  -0.38
C (-3.08, 1.96, -1.07)  -0.23
C (-2.00, 1.61, -0.13)  -0.43
H (-0.99, 1.59, -0.52)  0.19
H (-1.92, 2.38, 0.64)  0.19
C (-4.46, 1.93, -0.29)  -0.44
C (-4.66, 0.93, 0.55)  -0.21
C (-4.75, -0.46, -0.60)  -0.36
H (-5.58, -0.31, -0.89)  0.20
H (-5.01, -1.33, 0.16)  0.18
C (-3.70, 0.65, 1.62)  -0.42
H (-3.70, -0.44, 2.29)  0.22
H (-3.69, 1.45, 2.45)  0.22
H (-5.75, 0.80, 1.07)  0.22
H (-5.28, 2.02, -0.99)  0.22
H (-4.50, 2.93, 0.30)  0.20
H (-2.73, 2.69, -1.61)  0.21
H (-2.13, 0.44, -2.46)  0.18
H (-3.81, 0.65, -2.66)  0.19
H (-3.45, -1.39, -1.92)  0.22
H (-2.65, -1.67, 0.51)  0.17
H (-1.35, -0.93, -0.69)  0.24
H (1.22, 1.21, -0.80)  0.23
H (3.27, 2.05, 0.62)  0.22
H (3.18, 0.43, 1.78)  0.24
H (5.62, 0.12, 0.62)  0.18
H (5.35, 1.25, 2.17)  0.13
H (6.68, 2.31, 0.38)  0.19
H (5.10, 3.24, 0.70)  0.17

Summary:
Energy above the lowest of the compared OMol25 structures with the same formula, charge and spin in eV: 20.991
Lowest unoccupied orbital energy in hartree: 0.001



Ordered energy results: -76789.541, -300005.499, -65766.714, -13523.901, -75916.366, -29822.346; unit eV.